{
  "formula": "C2H3ClO3",
  "method": "ωB97M-V/def2-TZVPD",
  "species": ["C", "C", "O", "O", "O", "Cl", "H", "H", "H"],
  "coordinates": [[1.8213, -0.2325, -0.1469], [-1.2354, 0.0544, -0.0332], [1.4329, -1.1213, 0.5475], [-2.5236, -0.2242, 0.0720], [-0.6559, 0.9729, 0.4448], [3.4341, 0.4669, -0.0276], [-0.6398, -0.6552, -0.6750], [-2.9736, 0.4157, 0.6560], [1.3399, 0.3233, -0.8374]],
  "atomic_forces_ev_per_a": [[1.629, -2.186, 3.302], [1.113, -0.917, -1.201], [0.471, 0.735, -0.956], [-0.553, -0.227, 0.104], [-0.008, 1.258, 0.844], [0.300, -0.141, 0.136], [-1.264, 0.042, 0.428], [0.389, -0.084, -0.193], [-2.076, 1.521, -2.464]],
  "mulliken_charge": [0.234, 0.344, -0.371, -0.429, -0.504, -0.173, 0.236, 0.365, 0.297],
  "total_charge": 0,
  "homo_lumo_gap_ev": 11.69,
  "energy_ha": -763.91065,
  "de_lowest_kcal_mol": 10.14,
  "e_homo_ev": -11.0
}